# 1
ORCA calculation (ωB97M-V/def2-TZVPD) on 6 unconnected molecules or ions with the total composition C36H90N6O12 in a non-equilibrium geometry.

The frontier orbital gap (alpha / beta) comes out at 0.035 / 0.313 Ha. As for the electronic energy: -2656.50408 hartree. The expectation value of S² is 0.750. For the highest occupied orbital energy (alpha / beta), the calculation gives 0.03779 / -0.23193 Ha. The value obtained for the energy above the lowest of the compared OMol25 structures with the same formula, charge and spin is 8.9 kcal per mole.

ORCA input file:
```
! wB97M-V def2-TZVPD RIJCOSX def2/J DEFGRID3
* xyz -1 2
C 10.4897 13.0622 -18.5557
O 10.4603 11.6661 -19.0259
C 10.5383 10.5968 -18.0183
C 11.2385 9.2270 -18.0766
N 12.6568 9.2174 -17.9161
C 13.1881 9.5717 -16.5577
C 12.9988 8.4489 -15.4675
O 14.0041 8.4877 -14.5498
C 13.8796 7.6754 -13.4368
H 9.7153 13.1960 -17.8004
H 10.4562 13.8262 -19.3325
H 11.3779 13.1748 -17.9340
H 9.4807 10.4138 -17.8284
H 10.9006 11.1870 -17.1766
H 11.0392 8.9021 -19.0978
H 10.8137 8.5209 -17.3631
H 13.0799 9.7670 -18.6503
H 12.8506 10.4841 -16.0660
H 14.2400 9.8566 -16.5800
H 12.9531 7.4293 -15.8499
H 12.0650 8.4816 -14.9061
H 14.8514 7.5188 -12.9685
H 13.4763 6.6633 -13.4671
H 13.4436 8.1970 -12.5848
C 25.0230 11.2649 -8.7681
O 23.6224 11.5586 -8.9238
C 22.8547 10.5736 -9.6951
C 23.3955 10.2824 -11.1786
N 23.5529 11.6148 -11.8275
C 24.1533 11.5871 -13.1266
C 23.2177 10.9239 -14.2033
O 23.3948 9.4744 -14.2397
C 22.6928 8.7566 -15.2074
H 25.3175 11.4961 -7.7444
H 25.6387 11.9561 -9.3438
H 25.2611 10.2558 -9.1042
H 21.8180 10.8604 -9.8714
H 22.7963 9.7514 -8.9819
H 22.6763 9.6879 -11.7420
H 24.3823 9.8224 -11.1263
H 23.7406 12.3744 -11.1890
H 25.1122 11.0695 -13.1530
H 24.3278 12.6043 -13.4772
H 23.6901 11.2656 -15.1243
H 22.2087 11.2435 -13.9429
H 22.3206 7.7890 -14.8707
H 23.3756 8.6959 -16.0549
H 21.8590 9.2885 -15.6656
C 21.6961 15.1413 -13.3986
O 21.2571 13.8383 -13.0367
C 19.8351 13.7782 -12.8991
C 19.3964 12.3960 -13.3085
N 19.8631 11.4492 -12.3273
C 19.9577 10.0978 -12.8134
C 18.6285 9.4136 -13.3063
O 18.1288 10.1048 -14.4579
C 16.8536 9.5424 -14.9031
H 21.4556 15.4536 -14.4149
H 22.7781 15.1529 -13.2676
H 21.3509 15.9877 -12.8050
H 19.3174 14.5642 -13.4489
H 19.7009 13.8842 -11.8226
H 19.7345 12.1342 -14.3111
H 18.3074 12.3580 -13.3352
H 20.7362 11.5861 -11.8384
H 20.4534 9.5574 -12.0070
H 20.6502 10.0633 -13.6545
H 17.8613 9.3636 -12.5336
H 18.8400 8.3682 -13.5310
H 16.5484 9.7929 -15.9191
H 16.0243 9.9178 -14.3035
H 16.8743 8.4561 -14.8154
C 24.4623 17.8138 -14.9350
O 25.6330 17.7488 -15.7557
C 26.7030 18.6217 -15.4762
C 27.5393 18.0925 -14.3020
N 28.7282 18.7674 -13.9736
C 28.4974 20.0588 -13.2625
C 29.6390 21.0194 -13.6793
O 29.6339 22.1662 -12.8194
C 30.3262 23.2983 -13.2795
H 23.6184 18.2858 -15.4381
H 24.5314 18.3222 -13.9733
H 24.1504 16.8076 -14.6550
H 26.3259 19.6416 -15.5512
H 27.3864 18.5422 -16.3217
H 27.9114 17.1068 -14.5812
H 26.8870 17.9171 -13.4465
H 29.1620 18.2425 -13.2277
H 28.5886 19.9790 -12.1792
H 27.5228 20.4920 -13.4874
H 29.6475 21.2672 -14.7407
H 30.6299 20.5952 -13.5167
H 31.2753 22.9185 -13.6576
H 30.3510 24.0809 -12.5211
H 29.6857 23.7288 -14.0492
C 26.6636 20.1298 -6.0803
O 26.6032 18.7376 -6.1668
C 25.6874 18.2347 -5.2147
C 25.2042 16.8413 -5.6180
N 24.6353 16.7912 -6.9468
C 24.7388 15.4351 -7.4896
C 24.3751 15.3268 -8.9217
O 25.2404 16.3281 -9.6432
C 25.3050 15.9898 -11.0487
H 27.6551 20.5766 -6.0068
H 26.2310 20.6192 -5.2077
H 26.1149 20.5858 -6.9044
H 24.8168 18.8807 -5.1016
H 26.2026 18.1334 -4.2595
H 24.6068 16.3929 -4.8241
H 26.0587 16.1660 -5.5743
H 25.2820 17.4666 -7.3286
H 24.0174 14.7500 -7.0444
H 25.7083 14.9875 -7.2709
H 23.3186 15.4921 -9.1330
H 24.7274 14.3694 -9.3054
H 24.3294 16.2619 -11.4517
H 25.5640 14.9910 -11.4000
H 26.0906 16.5876 -11.5108
C 17.4206 6.2380 -12.1148
O 17.3704 6.1130 -13.5621
C 17.1896 4.7498 -14.0458
C 16.6960 4.8314 -15.5366
N 16.6054 3.5453 -16.2431
C 15.3474 2.8222 -16.0743
C 14.1370 3.5745 -16.7173
O 13.2879 4.2295 -15.7581
C 12.0860 4.6958 -16.3351
H 16.5082 6.1074 -11.5328
H 17.6792 7.2747 -11.8989
H 18.1958 5.6375 -11.6389
H 16.3454 4.3145 -13.5111
H 18.0907 4.1688 -13.8496
H 17.4032 5.4638 -16.0733
H 15.7894 5.4355 -15.5000
H 16.8143 3.3759 -17.2167
H 15.3087 2.7176 -14.9901
H 15.4513 1.7833 -16.3872
H 13.5179 2.9162 -17.3268
H 14.5425 4.4122 -17.2846
H 11.4665 4.9317 -15.4699
H 11.5787 4.0082 -17.0118
H 12.3349 5.5959 -16.8971
*
```

# 2
ORCA calculation (ωB97M-V/def2-TZVPD) on a molecular structure, CH15NO5 in a non-equilibrium geometry.

The frontier orbital gap comes out at 0.392 Ha. As for the electronic energy: -477.98274 hartree. For the highest occupied orbital energy, the calculation gives -0.37880 Ha. The value obtained for the energy above the lowest of the compared OMol25 structures with the same formula, charge and spin is 53.0 kcal per mole.

ORCA input file:
```
! wB97M-V def2-TZVPD RIJCOSX def2/J DEFGRID3
* xyz 0 1
H 0.6305 0.6443 -0.6704
O -0.4333 1.2132 -1.0205
N 1.4052 -0.3500 -0.3204
H -0.3363 2.0714 -1.1866
H 1.0143 -1.2959 -0.6126
H 1.6878 -0.3591 0.6938
C 2.6283 -0.3035 -1.1596
H 3.0013 0.6805 -1.3487
H 3.5556 -0.9863 -0.5236
H 2.5635 -0.6973 -2.1051
O -1.0137 1.9615 1.3442
H -1.8443 2.3748 1.1727
H -0.7738 1.4012 0.5184
O -1.9211 -1.3615 0.8204
H -1.3064 -1.9369 0.3898
H -2.0323 -0.6647 0.1855
O -1.1519 -1.1537 -2.1734
H -1.0704 -1.0492 -3.1033
H -0.7293 -0.4224 -1.8367
O 0.7251 -0.0402 2.5863
H 0.3729 -0.8228 2.9890
H 0.0201 0.3788 2.1826
*
```

# 3
ORCA calculation (ωB97M-V/def2-TZVPD) on a single C4H11NOS molecule in a non-equilibrium geometry.

The frontier orbital gap comes out at 0.352 Ha. As for the electronic energy: -687.13316 hartree. For the highest occupied orbital energy, the calculation gives -0.32499 Ha. The value obtained for the energy above the lowest of the compared OMol25 structures with the same formula, charge and spin is 47.8 kcal per mole.

ORCA input file:
```
! wB97M-V def2-TZVPD RIJCOSX def2/J DEFGRID3
* xyz 0 1
C 1.7310 -1.3307 -0.2341
N 1.2571 -0.0861 -0.8247
C 0.0004 0.4336 -0.1804
C -1.2349 -0.3971 -0.4849
S -2.6965 0.7600 -0.5223
C 0.2567 0.8442 1.3092
O 0.3905 2.2495 1.4015
H 2.5796 -1.7308 -0.7866
H 2.0214 -1.1242 0.7937
H 1.0199 -2.1790 -0.2421
H 1.1431 -0.1709 -1.8242
H -0.0583 1.3596 -0.7591
H -1.4504 -1.0817 0.3401
H -1.2483 -0.9263 -1.4278
H -3.4618 0.0097 -1.3233
H -0.7340 0.6080 1.7368
H 0.9531 0.1699 1.7823
H -0.4688 2.5923 1.2459
*
```

# 4
ORCA calculation (ωB97M-V/def2-TZVPD) on a molecular structure, C4H6AuN2O3Se in a non-equilibrium geometry.

The frontier orbital gap (alpha / beta) comes out at 0.205 / 0.205 Ha. As for the electronic energy: -3028.43289 hartree. For the highest occupied orbital energy (alpha / beta), the calculation gives -0.14335 / -0.14370 Ha. The value obtained for the energy above the lowest of the compared OMol25 structures with the same formula, charge and spin is 1.9 kcal per mole.

ORCA input file:
```
! wB97M-V def2-TZVPD RIJCOSX def2/J DEFGRID3
* xyz -1 1
Au -1.1758 1.1648 -0.0683
N 0.2109 1.1274 1.8392
C 1.3990 0.3278 1.5102
C 1.1576 -0.7064 0.3967
O 1.9590 -1.6388 0.2782
N 0.1050 -0.4472 -0.3594
C -0.2184 -1.2672 -1.4976
C -1.3925 -0.6839 -2.2925
O -1.7531 -1.2511 -3.3079
O -1.9711 0.4035 -1.8455
H 0.4182 2.0620 2.1652
H -0.3908 0.6726 2.5135
H 1.8101 -0.1991 2.3728
H 2.1720 1.0009 1.1375
H -0.4932 -2.2851 -1.2054
H 0.6294 -1.3631 -2.1813
Se -2.4663 3.0830 0.5446
*
```

# 5
ORCA calculation (ωB97M-V/def2-TZVPD) on a single C4H8O2 molecule.

The frontier orbital gap comes out at 0.311 Ha. As for the electronic energy: -307.48329 hartree. For the highest occupied orbital energy, the calculation gives -0.28859 Ha. The value obtained for the energy above the lowest of the compared OMol25 structures with the same formula, charge and spin is 143.8 kcal per mole.

ORCA input file:
```
! wB97M-V def2-TZVPD RIJCOSX def2/J DEFGRID3
* xyz 0 1
C -2.4386 -0.1746 -0.2877
O -1.0749 0.8662 0.0767
C -0.0195 0.2781 0.8573
C 0.8557 -0.6752 0.0820
C 2.0106 -0.1448 -0.6542
O 2.1697 -0.7641 0.6103
H -2.5238 -0.6035 0.7334
H -3.1634 0.6647 -0.2372
H -0.7794 0.9434 -0.8422
H -0.5159 -0.2205 1.6921
H 0.6056 1.0899 1.2427
H 0.4130 -1.6195 -0.2314
H 2.1882 0.9321 -0.6733
H 2.4184 -0.7008 -1.4967
*
```

# 6
ORCA calculation (ωB97M-V/def2-TZVPD) on a gas-phase ion, C4H8NO (charge +1) in a non-equilibrium geometry.

The frontier orbital gap (alpha / beta) comes out at 0.362 / 0.362 Ha. As for the electronic energy: -286.77733 hartree. For the highest occupied orbital energy (alpha / beta), the calculation gives -0.56294 / -0.56292 Ha. The value obtained for the energy above the lowest of the compared OMol25 structures with the same formula, charge and spin is 103.6 kcal per mole.

ORCA input file:
```
! wB97M-V def2-TZVPD RIJCOSX def2/J DEFGRID3
* xyz 1 1
C 0.5145 -0.3970 0.7135
C -0.0643 -1.2852 -0.3603
C 0.4222 -1.2586 -1.7510
C -0.3356 1.8771 1.3884
N -0.2414 0.6017 0.7820
O -1.2388 0.3426 -0.1398
H 1.4420 -0.5426 1.0540
H -0.7520 -1.9615 0.0537
H -0.4768 -1.6462 -2.4077
H 1.2010 -1.9724 -1.8170
H 0.6650 -0.1809 -2.0973
H -0.2692 1.7879 2.4452
H -1.3230 2.1306 1.1062
H 0.4564 2.5044 1.0300
*
```

# 7
ORCA calculation (ωB97M-V/def2-TZVPD) on a gas-phase ion, C11H7O3S (charge -1) in a non-equilibrium geometry.

The frontier orbital gap comes out at 0.301 Ha. As for the electronic energy: -1047.27810 hartree. For the highest occupied orbital energy, the calculation gives -0.17796 Ha. The value obtained for the energy above the lowest of the compared OMol25 structures with the same formula, charge and spin is 7.3 kcal per mole.

ORCA input file:
```
! wB97M-V def2-TZVPD RIJCOSX def2/J DEFGRID3
* xyz -1 1
C 2.6848 -1.2425 -0.1133
C 1.8477 -1.4636 1.0230
C 2.3024 -0.2743 -0.9765
C 0.7539 -0.7234 1.3468
C 1.1064 0.4630 -0.7532
C 0.3784 0.2186 0.3899
C 0.4765 1.4254 -1.5851
C -0.6948 1.7922 -1.0169
C -2.0728 0.0205 0.4417
C -2.7445 -0.6420 -0.7528
C -0.8943 1.0203 0.2719
O -3.4387 -1.6361 -0.4994
O -2.5314 -0.0443 -1.8226
O -1.8868 0.5465 2.9609
S -2.5311 -0.3616 1.9662
H 3.4594 -1.9181 -0.3140
H 2.2998 -2.1278 1.8786
H 2.7602 0.1316 -1.8423
H 0.1598 -1.0265 2.0495
H 0.9012 1.6829 -2.4730
H -1.4524 2.5074 -1.3873
H -0.8835 1.6518 1.2081
*
```

# 8
ORCA calculation (ωB97M-V/def2-TZVPD) on a single C25H20N2O3 molecule in a non-equilibrium geometry.

The frontier orbital gap comes out at 0.300 Ha. As for the electronic energy: -1299.82406 hartree. For the highest occupied orbital energy, the calculation gives -0.30412 Ha. The value obtained for the energy above the lowest of the compared OMol25 structures with the same formula, charge and spin is 99.2 kcal per mole.

ORCA input file:
```
! wB97M-V def2-TZVPD RIJCOSX def2/J DEFGRID3
* xyz 0 1
O -1.6411 1.8322 -6.7059
C -2.6127 1.2993 -4.7028
C -2.4533 1.0412 -3.5354
N -2.3660 -2.5550 3.0842
O -3.9060 1.6240 -6.6952
O -0.1685 1.5492 -1.8895
C -2.6754 1.6050 -6.1100
C -1.4681 -3.3843 3.5498
C -0.1689 -2.8485 3.2302
C -0.3618 -1.6587 2.5916
C -3.4720 0.0436 -1.5726
C -3.4774 -0.2932 -0.2012
C -1.2334 0.5310 -0.0065
C 2.6572 -0.2094 3.9872
C 3.2303 -0.6008 -0.8778
C 2.0789 1.0718 3.8019
C -2.3622 0.6150 -2.1620
C -1.2082 0.8337 -1.3813
C -2.3764 -0.0533 0.5816
C 2.5919 0.6316 -1.0321
C 3.1394 -0.9309 2.8669
C 3.4420 -1.1280 0.4027
C 1.9620 1.6103 2.5197
C 2.2700 1.3862 0.0996
C 3.0164 -0.4088 1.5668
C 2.4001 0.8599 1.3911
N -1.7486 -1.5298 2.4625
C -2.4330 -0.2856 2.0455
C 0.7529 0.7472 -2.7037
C 2.2072 1.0855 -2.4357
H -3.7211 1.8326 -7.6211
H -1.7079 -4.2210 4.1936
H 0.7519 -3.3167 3.5175
H 0.3506 -0.9064 2.2508
H -4.3603 -0.2223 -2.1758
H -4.3478 -0.7215 0.2484
H -0.3554 0.7226 0.6202
H 2.7444 -0.6930 4.9619
H 3.5194 -1.1548 -1.7728
H 1.7867 1.6370 4.6971
H 3.6506 -1.9047 2.9418
H 3.8955 -2.1200 0.4687
H 1.5300 2.6099 2.3854
H 1.7662 2.3575 0.0266
H -3.4602 -0.3078 2.4617
H -1.9669 0.5915 2.5795
H 0.5366 0.9322 -3.7653
H 0.6201 -0.3597 -2.4756
H 2.3411 2.1471 -2.5244
H 2.8111 0.6176 -3.1877
*
```